Record 1
{
  "formula": "C3H8NO",
  "method": "ωB97M-V with the def2-TZVPD basis set",
  "fmax_ev_per_a": 5.87,
  "e_above_lowest_ev": 3.044,
  "lumo_energy_ev": -3.98,
  "energy_ha": -248.724014,
  "homo_lumo_gap_ev": 10.07,
  "homo_ev": -14.05,
  "total_charge": 1,
  "smiles": "C[C@H]1O[C@@H]1[NH3+]",
  "elements": ["H", "H", "C", "N", "C", "H", "H", "H", "O", "H", "H", "H", "C"],
  "coordinates": [[1.13854, 0.01615, -0.60017], [2.00297, -1.18435, 1.68258], [-1.04239, 0.44605, 0.16317], [-1.64982, 0.97133, -1.09162], [1.30214, -0.43714, 1.68136], [-2.64692, 0.47229, -1.23937], [0.51799, -0.45724, 2.45494], [-1.07935, 0.87741, -2.02044], [-0.58929, -0.87618, 0.16363], [-1.68455, 0.70048, 1.03887], [-1.80721, 1.94598, -0.93393], [1.90022, 0.54893, 1.82140], [0.67949, -0.26129, 0.29049]],
  "forces_ev_per_a": [[1.111, 0.086, -1.359], [1.445, -2.202, 0.151], [3.598, -1.256, 1.831], [-1.324, -2.628, -2.075], [-1.024, 5.044, -1.278], [2.576, 1.348, 0.061], [0.487, -0.413, -0.424], [-1.119, -0.045, 2.192], [-0.536, -0.403, -1.443], [0.769, -0.020, -0.795], [-0.298, 0.993, -0.048], [-0.818, -1.608, 0.102], [-4.867, 1.105, 3.084]],
  "lowdin_charge": [0.104, 0.053, -0.185, 0.185, -0.005, 0.239, 0.103, 0.222, -0.077, 0.160, 0.143, 0.127, -0.068]
}

Record 2
{
  "formula": "C3H6N2S3",
  "method": "ωB97M-V with the def2-TZVPD basis set",
  "fmax_ev_per_a": 6.22,
  "e_above_lowest_ev": 3.845,
  "lumo_energy_ev": -0.36,
  "energy_ha": -1421.857223,
  "homo_lumo_gap_ev": 8.28,
  "homo_ev": -8.64,
  "smiles": "NNC(=S)CC(=S)S",
  "elements": ["H", "S", "H", "H", "N", "C", "N", "C", "H", "H", "S", "C", "S", "H"],
  "coordinates": [[-1.87669, -0.53682, 0.79554], [-1.80925, -2.92016, 0.04742], [1.62133, -1.14830, 0.20487], [1.68772, 2.06112, 0.60279], [0.05056, 1.74111, -0.34144], [-0.57323, -1.95776, 0.19059], [1.32162, 1.18073, 0.27198], [-0.75592, -0.52186, 0.57997], [2.16946, 1.03377, -0.41721], [-0.17162, -0.35074, 1.37877], [1.18297, -2.32894, 0.08960], [-0.80478, 0.53852, -0.54644], [-1.95073, 0.70762, -1.85062], [-0.09142, 2.50170, -1.00582]],
  "forces_ev_per_a": [[1.409, 0.403, 0.461], [-0.652, -1.492, -0.370], [0.583, 2.293, 0.322], [0.235, 0.159, 1.369], [-0.745, -6.098, 0.972], [2.177, 1.232, -0.090], [1.351, 2.788, -2.270], [-4.865, -0.059, -3.559], [-2.550, -0.127, 0.408], [1.909, 1.371, 2.605], [-1.529, -3.031, -0.535], [-0.326, 3.891, -1.798], [2.191, -0.890, 2.701], [0.811, -0.440, -0.216]],
  "lowdin_charge": [0.108, 0.746, -0.220, 0.059, -0.092, -1.207, -0.015, -0.340, 0.125, 0.051, 0.800, -0.675, 0.565, 0.096]
}

Record 3
{
  "formula": "C6H8N2OS",
  "method": "ωB97M-V with the def2-TZVPD basis set",
  "fmax_ev_per_a": 4.74,
  "e_above_lowest_ev": 6.622,
  "lumo_energy_ev": [-0.91, 0.65],
  "energy_ha": -816.141750,
  "homo_lumo_gap_ev": [4.98, 8.58],
  "homo_ev": [-5.89, -7.92],
  "elements": ["N", "S", "H", "H", "C", "H", "H", "H", "N", "C", "O", "C", "C", "H", "H", "C", "H", "C"],
  "coordinates": [[0.60647, 1.19115, -0.07188], [-0.91514, -1.05240, -0.14549], [0.49157, 2.22518, -0.16621], [1.98918, -3.26170, 0.88104], [-3.16618, 0.76234, 0.03540], [-1.50807, 1.04692, 1.43103], [-3.36080, 1.75328, -0.40791], [1.12864, -3.18807, -0.68709], [2.55309, -0.23559, -0.22556], [1.80997, -2.69672, -0.04256], [2.72024, 1.94736, 0.01250], [-1.76903, 0.66523, 0.43403], [1.93861, 1.04425, -0.09956], [-3.85798, 0.63102, 0.92691], [3.51918, -0.07262, -0.54588], [-0.69257, 0.65874, -0.47196], [-3.60332, 0.01795, -0.72492], [2.11612, -1.43633, -0.13188]],
  "forces_ev_per_a": [[-3.342, 3.316, -0.560], [-1.133, 0.994, 0.570], [0.211, -0.947, 0.579], [0.496, -0.071, -0.207], [-3.497, -0.433, -0.474], [-0.210, -0.492, -0.109], [-0.009, -0.138, 0.309], [-0.745, -0.410, -0.968], [0.769, 2.565, -0.514], [0.480, 0.916, 1.493], [0.586, 1.926, 0.073], [0.751, -0.903, 0.705], [1.278, -3.093, -0.606], [0.909, 0.336, -0.930], [-0.460, -0.214, 0.633], [3.494, -1.506, -0.607], [1.335, 0.955, 1.004], [-0.914, -2.800, -0.391]],
  "lowdin_charge": [0.078, 0.867, 0.163, 0.062, -0.155, 0.126, 0.082, 0.022, 0.103, -0.056, 0.062, -0.468, -0.562, 0.096, 0.176, -0.530, 0.102, -0.170]
}